Entry from OMol25: C54H48BrClNO8P3PbS as an isolated structure (ωB97M-V/def2-TZVPD).

XYZ file:
```
118
Properties=species:S:1:pos:R:3:forces:R:3
Pb -0.566 0.682 -0.660 -0.63 2.25 -0.55
O -3.043 -2.486 -0.594 -0.20 -1.87 0.06
Cl -3.174 -1.080 -0.601 1.22 0.49 0.23
O -4.481 -0.661 -0.473 -1.76 0.53 0.02
O -2.377 -0.582 0.540 0.22 0.36 0.65
O -2.519 -0.560 -1.770 -0.04 0.43 -0.84
C 6.181 -3.754 -2.090 -0.27 -0.32 0.21
S 5.383 -4.891 -0.920 0.16 -0.18 -0.19
C 3.906 -5.415 -1.865 0.22 0.10 0.43
C 2.625 -4.802 -1.311 0.15 0.29 -0.13
C 2.747 -3.281 -1.295 0.30 -0.64 -0.02
N 1.594 -2.624 -0.685 -0.65 1.12 0.47
P 1.636 -2.144 0.936 0.06 -2.29 0.18
C 2.601 -3.479 1.753 -0.39 0.52 -0.24
C 2.012 -4.630 2.269 0.18 0.04 -0.09
C 2.816 -5.605 2.830 -0.20 -0.07 0.03
C 4.189 -5.429 2.908 0.11 0.18 0.02
C 4.767 -4.266 2.425 0.09 -0.04 0.17
C 3.976 -3.284 1.855 -0.24 0.21 -0.01
C -0.056 -2.375 1.530 -0.21 -0.54 -0.06
C -0.544 -1.531 2.629 0.21 -0.31 0.37
C -1.837 -1.930 3.175 -0.06 -0.24 -0.17
C -2.592 -2.915 2.609 -0.19 0.11 0.27
C -2.115 -3.629 1.503 -0.03 0.31 0.26
C -0.845 -3.362 0.990 0.71 0.45 -0.17
P 0.447 -1.725 -1.675 0.95 -1.48 -0.85
C 0.060 -3.002 -2.913 -0.01 0.34 0.13
C -1.039 -3.829 -2.706 0.10 -0.02 -0.06
C -1.312 -4.841 -3.611 -0.06 -0.09 0.03
C -0.497 -5.030 -4.716 0.01 0.01 0.03
C 0.583 -4.188 -4.934 0.05 -0.02 -0.08
C 0.857 -3.168 -4.044 -0.06 -0.02 0.03
C 1.407 -0.531 -2.688 -0.35 0.00 0.21
C 0.598 0.194 -3.577 0.25 -0.22 0.07
C 1.157 1.158 -4.398 -0.05 -0.03 -0.09
C 2.517 1.418 -4.328 -0.11 0.02 -0.02
C 3.309 0.743 -3.414 0.06 -0.03 -0.03
C 2.763 -0.231 -2.595 -0.05 -0.03 0.06
H 7.112 -3.443 -1.627 0.10 0.06 -0.02
H 5.553 -2.888 -2.275 0.00 0.15 -0.09
H 6.392 -4.281 -3.015 0.08 0.05 -0.10
H 3.866 -6.500 -1.796 -0.02 -0.01 -0.16
H 4.059 -5.127 -2.903 0.01 -0.09 -0.12
H 2.446 -5.159 -0.296 -0.01 -0.08 -0.02
H 1.782 -5.098 -1.937 -0.13 -0.02 0.01
H 2.853 -2.924 -2.322 0.04 0.07 0.15
H 3.653 -3.016 -0.739 0.00 0.03 -0.23
H 0.945 -4.776 2.209 -0.09 -0.11 0.00
H 2.368 -6.516 3.193 -0.06 -0.15 0.08
H 4.807 -6.193 3.351 0.08 -0.12 0.02
H 5.834 -4.122 2.485 0.14 -0.02 -0.01
H 4.417 -2.367 1.480 0.11 -0.04 -0.07
H -0.733 -0.536 2.166 -0.20 0.20 -0.22
H -2.209 -1.402 4.040 -0.11 0.16 0.10
H -3.564 -3.157 3.012 -0.08 0.04 0.04
H -2.712 -4.415 1.066 -0.04 -0.09 0.02
H -0.479 -3.940 0.148 0.02 0.03 0.02
H -1.698 -3.659 -1.868 -0.04 0.00 0.00
H -2.172 -5.474 -3.460 -0.11 -0.09 0.00
H -0.711 -5.820 -5.418 -0.05 -0.08 -0.07
H 1.204 -4.316 -5.806 0.04 -0.03 -0.10
H 1.674 -2.488 -4.240 0.08 0.03 -0.04
H -0.454 -0.050 -3.652 -0.19 0.09 -0.10
H 0.537 1.688 -5.106 -0.07 0.07 0.01
H 2.961 2.144 -4.991 0.02 0.12 -0.01
H 4.361 0.972 -3.349 0.13 -0.02 0.02
H 3.397 -0.750 -1.893 0.07 -0.05 0.02
O 2.959 0.208 0.456 -1.03 -0.67 -0.11
C 1.888 -0.267 0.392 1.91 1.68 -0.91
Br -0.612 6.390 -2.852 0.02 -0.02 0.17
C -0.661 5.913 -1.019 0.11 0.10 0.47
C -0.150 6.786 -0.064 -0.02 -0.06 -0.38
C -0.155 6.423 1.270 0.05 0.06 0.15
C -0.665 5.197 1.665 -0.06 -0.20 0.06
C -1.177 4.326 0.716 0.27 0.41 0.19
C -1.174 4.692 -0.616 -0.51 -0.69 -1.21
C -1.759 3.679 -1.648 0.08 2.92 1.87
O -2.827 3.941 -2.126 -0.70 -0.59 -0.73
O -0.969 2.705 -1.790 1.07 -2.86 -0.44
H 0.247 7.739 -0.378 0.05 0.12 0.02
H 0.234 7.108 2.008 0.04 0.08 0.06
H -0.678 4.917 2.708 0.01 0.03 0.20
H -1.582 3.367 1.010 -0.08 -0.09 0.06
O 0.028 1.258 1.745 -0.16 -0.62 0.03
P 1.197 1.383 2.680 0.13 2.04 0.32
C 2.577 2.339 1.995 -0.30 -0.28 0.35
C 2.362 2.980 0.779 -0.26 -0.18 0.07
C 3.341 3.790 0.237 0.02 0.06 -0.02
C 4.536 3.978 0.913 -0.04 -0.08 0.01
C 4.752 3.346 2.128 0.11 0.00 0.10
C 3.777 2.532 2.675 0.03 -0.08 0.00
C 1.664 -0.306 3.245 0.12 -0.01 0.20
C 0.527 -1.124 3.752 -0.04 -0.54 -0.27
C 0.938 -2.333 4.500 0.40 0.19 0.17
C 2.238 -2.615 4.765 -0.47 -0.25 0.42
C 3.268 -1.765 4.318 -0.39 0.11 -0.17
C 2.965 -0.641 3.561 0.12 0.39 -0.10
C 0.638 2.297 4.149 0.34 -0.55 -0.30
C -0.665 2.067 4.581 -0.07 -0.02 0.06
C -1.195 2.809 5.620 -0.11 -0.09 -0.01
C -0.428 3.788 6.233 0.10 0.00 -0.03
C 0.862 4.033 5.790 0.00 0.06 0.05
C 1.398 3.292 4.750 0.13 0.03 0.10
H 1.426 2.829 0.259 -0.10 0.18 -0.12
H 3.171 4.275 -0.711 -0.07 0.07 -0.09
H 5.302 4.612 0.496 0.06 0.07 -0.05
H 5.681 3.495 2.657 0.07 0.01 0.04
H 3.956 2.057 3.629 0.06 0.03 0.11
H -0.072 -0.482 4.419 0.09 -0.01 0.08
H 0.144 -2.978 4.847 -0.02 -0.17 0.06
H 2.497 -3.494 5.335 -0.02 -0.10 0.05
H 4.292 -1.973 4.587 0.11 -0.03 0.01
H 3.769 -0.008 3.215 0.03 0.04 -0.03
H -1.279 1.342 4.067 -0.20 -0.05 -0.08
H -2.212 2.639 5.939 -0.09 -0.02 0.03
H -0.838 4.366 7.048 -0.05 0.06 0.03
H 1.450 4.816 6.244 0.05 0.04 0.05
H 2.394 3.514 4.403 0.02 0.06 -0.01
```
Forces are in eV/Å.

As for the HOMO energy (spin up / spin down): -0.4308 / -0.4308 Ha. Its energy above the lowest of the compared OMol25 structures with the same formula, charge and spin is 880.05 kJ/mol. As for the total charge: +2. Its gap between HOMO and LUMO (spin up / spin down) is 3.1 / 3.1 eV.

Entry from OMol25: a 6-piece molecular cluster, C15H42O6 overall (ωB97M-V/def2-TZVPD).

XYZ file:
```
63
Properties=species:S:1:pos:R:3:forces:R:3
C -3.031 -2.484 -0.351 0.00 -0.13 -1.25
C -3.695 -1.972 -1.624 -0.39 0.27 -0.88
C -4.971 -1.153 -1.417 0.25 -0.23 -0.04
O -2.763 -1.195 -2.392 0.02 0.18 0.45
H -2.541 -1.639 0.122 0.03 -0.01 0.41
H -2.287 -3.183 -0.737 0.22 -0.01 0.54
H -3.714 -3.021 0.303 -0.02 0.13 0.11
H -3.989 -2.783 -2.304 0.14 -0.41 0.51
H -4.749 -0.089 -1.366 0.05 0.02 0.34
H -5.461 -1.528 -0.518 -0.17 0.31 0.03
H -5.655 -1.290 -2.255 0.00 0.01 -0.02
H -1.866 -1.462 -2.147 -0.08 -0.06 -0.19
C -0.260 0.523 3.861 0.43 0.57 0.05
C 0.500 0.404 2.546 0.29 -0.49 0.59
C 1.932 -0.049 2.766 0.74 -0.36 -0.07
O -0.162 -0.512 1.662 -0.23 0.58 -0.55
H 0.320 1.144 4.551 0.05 -0.12 -0.03
H -0.377 -0.457 4.324 -0.27 0.01 0.00
H -1.198 1.063 3.735 -0.25 -0.45 -0.07
H 0.531 1.384 2.065 -0.22 -0.13 -0.28
H 2.602 0.247 1.958 -0.13 0.33 0.03
H 2.055 -1.140 2.790 -0.47 0.00 0.22
H 2.334 0.326 3.707 0.05 0.14 -0.11
H -0.052 -1.412 1.986 0.04 0.08 0.11
C 2.318 -3.468 -1.544 0.86 -1.05 -0.76
C 1.009 -4.077 -2.028 -1.03 1.72 0.94
C 0.091 -4.512 -0.896 0.65 -1.02 -0.06
O 0.285 -2.995 -2.690 0.66 -0.48 -0.01
H 2.827 -3.106 -2.442 0.03 0.29 0.19
H 3.000 -4.223 -1.134 -0.21 0.02 0.17
H 2.224 -2.660 -0.821 -0.33 0.05 -0.01
H 1.168 -4.903 -2.715 0.06 0.14 -0.29
H -0.861 -4.837 -1.312 -0.12 0.20 0.07
H -0.037 -3.699 -0.184 -0.14 0.04 0.02
H 0.511 -5.385 -0.380 -0.01 0.15 0.13
H 0.592 -2.197 -2.223 -0.40 0.05 -0.31
C -2.829 2.944 0.884 -0.57 -0.82 -0.43
C -1.933 3.201 -0.316 0.24 -0.11 -0.56
C -0.985 4.387 -0.182 0.20 -0.80 0.52
O -1.161 2.005 -0.633 -0.44 0.54 0.52
H -3.380 3.823 1.214 0.36 0.13 0.21
H -2.324 2.410 1.697 0.24 0.58 0.15
H -3.604 2.234 0.571 0.01 0.04 -0.06
H -2.590 3.386 -1.178 0.17 -0.11 0.05
H -0.222 4.343 -0.956 -0.25 0.19 -0.29
H -0.426 4.275 0.755 -0.19 0.29 0.06
H -1.549 5.317 -0.206 0.18 0.12 0.04
H -1.313 1.398 0.101 0.08 -0.19 -0.15
C 4.681 1.231 -0.010 -0.02 -0.01 -0.22
C 3.963 2.567 0.023 -0.78 0.42 -0.03
C 2.725 2.604 -0.874 -0.44 -0.20 -0.12
O 3.575 2.818 1.399 0.22 -0.31 -0.28
H 3.982 0.393 -0.065 -0.13 0.13 0.16
H 5.288 1.116 0.886 0.17 0.01 -0.10
H 5.298 1.146 -0.907 0.11 0.08 0.11
H 4.595 3.392 -0.333 0.30 -0.26 0.33
H 2.107 1.703 -0.797 0.19 -0.01 0.19
H 2.964 2.709 -1.937 0.22 0.01 0.11
H 2.072 3.438 -0.606 0.18 0.08 0.01
H 3.526 3.764 1.557 -0.04 0.03 -0.16
O 0.468 -0.383 -1.207 -0.02 0.19 0.07
H 0.434 -0.284 -0.239 -0.12 -0.23 -0.13
H 0.009 0.406 -1.536 0.05 -0.14 0.02
```
Forces are in eV/Å.

As for the HOMO energy: -0.3475 Ha. Its energy above the lowest of the compared OMol25 structures with the same formula, charge and spin is 84.22 kJ/mol. As for the total charge: 0. Its gap between HOMO and LUMO is 10.0 eV. Its SMILES is CC(C)O.CC(C)O.CC(C)O.CC(C)O.CC(C)O.O.

Entry from OMol25: one molecule with the formula C2H3NO2S (ωB97M-V/def2-TZVPD).

XYZ file:
```
9
Properties=species:S:1:pos:R:3:forces:R:3
O 2.059 0.391 -0.367 -2.60 -3.53 2.17
C 1.122 -0.260 0.173 0.76 5.27 -0.95
N -0.236 0.349 0.125 0.63 -1.90 -1.70
S -0.266 1.383 -1.304 0.82 1.04 1.02
C -1.302 -0.594 0.387 -0.94 -2.31 0.57
O -1.068 -1.573 1.114 -0.83 2.72 -1.77
H 1.090 -1.005 0.926 0.77 -1.35 0.27
H 1.068 1.831 -0.920 -2.11 -0.49 -0.86
H -2.467 -0.521 -0.134 3.50 0.55 1.24
```
Forces are in eV/Å.

As for the HOMO energy: -0.3455 Ha. Its energy above the lowest of the compared OMol25 structures with the same formula, charge and spin is 268.75 kJ/mol. As for the total charge: 0. Its gap between HOMO and LUMO is 9.3 eV. Its SMILES is O=CN(S)C=O.

Entry from OMol25: one molecule with the formula CH4NO3P (ωB97M-V/def2-TZVPD).

XYZ file:
```
10
Properties=species:S:1:pos:R:3:forces:R:3
C 0.676 -1.486 -0.071 4.41 1.08 -0.54
N -0.136 1.830 -0.096 -2.75 -2.22 -0.18
O -2.582 0.435 -0.058 8.24 -1.12 0.43
O 0.327 -0.635 0.994 -1.63 0.78 0.15
O -0.031 -0.814 -1.095 -1.34 0.16 -0.35
P -0.699 0.242 -0.032 -6.61 0.93 0.07
H 1.816 -1.272 -0.343 -2.03 -0.80 0.75
H 0.591 -2.564 0.145 -0.97 0.52 -0.48
H -0.777 2.396 0.472 0.56 0.00 -0.50
H 0.815 1.870 0.083 2.13 0.68 0.65
```
Forces are in eV/Å.

As for the HOMO energy: -0.3612 Ha. Its energy above the lowest of the compared OMol25 structures with the same formula, charge and spin is 299.21 kJ/mol. As for the total charge: 0. Its gap between HOMO and LUMO is 10.2 eV.

no.,maximum force (hartree/bohr)
1,0.0674
2,0.0431
3,0.1052
4,0.1620